# 1
# C4H12N2

C4H12N2 as an isolated structure at a distorted geometry (ωB97M-V/def2-TZVPD, the Open Molecules 2025 dataset).

Positions of all 18 atoms, in Å:
C  -1.73295  0.55190  1.69973
N  -0.75425  0.95083  0.70252
C  -0.93311  0.20644  -0.54758
C  0.31492  0.12680  -1.42721
C  1.44049  -0.79139  -0.90401
N  2.03083  -0.20737  0.61627
H  -2.64654  1.13745  1.53904
H  -1.43975  0.98696  2.66386
H  -1.97651  -0.52266  1.89756
H  0.17241  0.78221  1.05445
H  -1.26891  -0.82277  -0.35087
H  -1.76779  0.73231  -1.00311
H  -0.04572  -0.37416  -2.32379
H  0.79622  1.07905  -1.58116
H  1.20906  -1.84731  -1.15685
H  2.24674  -0.56054  -1.59505
H  2.96590  -0.40640  0.29494
H  1.38897  -1.02133  0.42127

Summary:
Max |F|   4.33 eV/Å
E_HOMO   -8.6 eV
Calculated total energy   -268.96997 Ha
Energy above the lowest of the compared OMol25 structures with the same formula, charge and spin   3.983 eV

***

# 2
# C4H12N2

C4H12N2 as an isolated structure at a distorted geometry (ωB97M-V/def2-TZVPD, the Open Molecules 2025 dataset).

Positions of all 18 atoms, in Å:
C  0.86746  -0.31106  -0.63387
C  -0.12543  0.84805  -0.96956
C  -0.59892  1.95635  0.09547
N  -0.32523  1.14880  1.62802
C  0.01044  -1.47274  0.02362
N  0.59223  -2.75325  0.24913
H  1.74839  0.13057  -0.16923
H  1.18187  -0.72003  -1.62824
H  -0.93837  0.42062  -1.39779
H  0.33404  1.36959  -1.81267
H  -1.49895  2.21914  -0.46447
H  0.09862  2.76680  0.19618
H  -1.24534  1.26265  0.84704
H  -0.09365  1.97695  2.05246
H  -0.32367  -1.16111  1.06331
H  -0.88467  -1.52258  -0.60812
H  -0.11562  -3.47833  0.56933
H  1.31682  -2.68042  0.95939

Summary:
Max |F|   5.44 eV/Å
E_HOMO   -8.5 eV
Calculated total energy   -268.91289 Ha
Energy above the lowest of the compared OMol25 structures with the same formula, charge and spin   5.536 eV